Entry 1:
9
Properties=species:S:1:pos:R:3 method="wB97M-V/def2-TZVPD" total_energy_ev=-16054.214 charge=0 fmax_ev_per_a=3.68 lumo_ev="-3.13 / -3.02"
S 1.896 1.951 1.725
O -0.024 1.918 -0.081
C -0.677 -0.782 -0.679
C 0.569 1.058 0.528
C 0.282 -0.371 0.339
H -0.355 -1.709 -1.156
H 0.789 -1.089 0.963
H -0.827 0.008 -1.414
H -1.653 -0.982 -0.226

Entry 2:
14
Properties=species:S:1:pos:R:3 method="wB97M-V/def2-TZVPD" total_energy_ev=-26391.649 charge=+1 fmax_ev_per_a=5.49 lumo_ev=-5.47
S -2.305 -0.461 0.396
S 0.524 2.009 -1.802
N 1.385 0.756 0.422
C 2.369 -0.264 -0.017
C 0.358 0.804 -0.720
C -3.841 -0.991 0.380
H 1.824 -1.024 -0.434
H -0.081 -0.093 -0.901
H -4.750 -0.385 0.396
H 0.938 0.480 1.357
H 2.995 0.077 -0.780
H 2.921 -0.531 0.829
H 1.715 1.675 0.565
H -4.053 -2.053 0.310

Entry 3:
22
Properties=species:S:1:pos:R:3 method="wB97M-V/def2-TZVPD" total_energy_ev=-23847.068 charge=-1 fmax_ev_per_a=3.36 lumo_ev=3.28
In 1.161 0.541 -1.608
P -0.229 0.643 -3.737
O 1.652 0.920 1.654
N -1.783 0.332 -3.391
N -0.424 -0.163 2.199
C -0.922 -1.326 1.409
C -0.125 1.403 0.089
C 0.440 0.703 1.402
C 0.444 -0.665 3.314
H 2.733 1.395 -1.739
H 1.293 -1.293 2.895
H -1.869 -1.784 1.844
H 0.822 0.215 3.932
H -2.103 -0.519 -3.881
H -0.196 1.976 -4.303
H 1.348 -1.219 -1.184
H 0.319 -0.317 -4.661
H -1.218 1.157 -0.062
H 0.073 2.514 0.085
H -0.164 -1.305 4.037
H -1.128 -1.061 0.325
H -0.125 -2.147 1.380

Entry 4:
85
Properties=species:S:1:pos:R:3 method="wB97M-V/def2-TZVPD" total_energy_ev=-87929.261 charge=+2 fmax_ev_per_a=2.20 lumo_ev=-6.05
La -0.504 0.226 0.330
P 0.626 0.088 -2.423
P 2.332 -0.535 0.881
F -2.183 1.860 1.299
F -5.328 -0.647 2.615
F -4.224 -1.006 -0.814
F -4.911 0.967 -0.096
F -4.110 1.696 2.403
F -4.510 -2.349 1.498
F -2.846 0.701 -0.857
F -2.272 0.728 3.184
F -3.452 -1.605 3.252
O -2.140 -1.014 1.024
C 1.075 -0.091 5.341
C -0.118 1.637 -3.089
C 2.387 0.147 -2.877
C -0.974 3.889 -2.764
C -1.868 -3.058 -3.367
C 4.404 1.423 -3.349
C 5.502 2.729 -0.012
C -0.350 1.752 -4.467
C 3.944 -2.764 1.377
C 3.152 -1.036 -2.906
C 2.120 -3.138 -0.187
C 3.597 0.728 0.522
C 4.915 0.386 0.185
C -3.035 0.984 2.079
C -1.349 -3.517 -4.586
C 0.345 -0.917 4.481
C 5.863 1.378 -0.058
C -1.261 -1.984 -2.716
C -0.443 2.711 -2.228
C -3.899 0.091 -0.098
C 4.321 -4.104 1.247
C 3.045 1.379 -3.054
C 2.559 0.513 3.523
C 4.517 -0.990 -3.190
C 0.757 -1.085 3.156
C -0.212 -2.915 -5.136
C 4.171 3.084 0.245
C -0.842 2.948 -4.999
C 2.860 -2.260 0.645
C -3.328 -0.306 1.285
C -1.152 4.014 -4.148
C -0.130 -1.348 -3.279
C -4.186 -1.235 2.176
C 2.497 -4.474 -0.311
C 3.606 -4.955 0.397
C 5.133 0.236 -3.454
C 3.228 2.097 0.507
C 0.399 -1.840 -4.482
C 1.883 -0.377 2.668
C 2.164 0.639 4.856
H -1.544 4.943 -4.563
H 2.485 2.310 -2.965
H 1.240 -2.769 -0.726
H 6.193 0.264 -3.701
H 7.687 -1.719 -3.841
H 2.191 2.388 0.705
H -1.246 4.713 -2.097
H -1.684 -1.639 -1.761
H 0.206 -3.283 -6.075
H 5.170 -4.483 1.816
H -0.557 -1.428 4.831
H 4.483 -2.106 2.060
H 6.246 3.501 -0.200
H 7.914 -1.002 -3.799
H -0.984 3.041 -6.076
H 2.683 -1.999 -2.702
H 5.199 -0.666 0.111
H 3.388 1.105 3.134
H -0.136 0.907 -5.118
H 6.890 1.098 -0.309
H 5.105 -1.912 -3.200
H -1.827 -4.353 -5.097
H -2.745 -3.536 -2.921
H -0.263 2.648 -1.138
H 1.292 -1.384 -4.908
H 3.874 4.137 0.235
H 0.215 -1.798 2.511
H 2.707 1.316 5.519
H 4.903 2.386 -3.478
H 1.922 -5.148 -0.955
H 0.780 0.000 6.387
H 3.905 -5.999 0.295